# 1
The following is a DFT calculation (ωB97M-V with the def2-TZVPD basis set) of C41H34N11O4Zr as an isolated structure in a non-equilibrium geometry.

## Properties
Multiplicity ... 1
Total charge ... +1
E_tot ... -68929.028 eV
LUMO energy ... -0.158 Ha
Orbital gap ... 0.184 Eh

Geometry (Å):
Zr1 -0.022 0.000 -0.012
C1 0.902 -1.049 6.719
C2 1.354 0.382 6.608
C3 1.634 1.142 7.736
C4 2.051 2.461 7.636
C5 2.210 3.044 6.389
C6 1.949 2.303 5.248
C7 1.510 0.987 5.358
N1 1.264 0.195 4.207
C8 0.639 0.528 3.062
N2 0.036 1.727 3.038
C9 -1.014 2.174 2.195
C10 -1.300 1.532 0.987
C11 -2.386 2.075 0.278
C12 -3.120 3.162 0.720
C13 -2.775 3.769 1.917
C14 -1.716 3.292 2.673
C15 -1.346 3.969 3.967
N3 0.610 -0.316 2.027
C16 1.296 -1.572 2.253
C17 2.682 -1.616 2.110
C18 3.377 -2.794 2.319
C19 2.683 -3.937 2.692
C20 1.316 -3.877 2.893
C21 0.597 -2.699 2.701
C22 -0.872 -2.661 3.037
H1 0.781 -1.326 7.764
H2 1.632 -1.735 6.280
H3 -0.052 -1.203 6.211
H4 1.518 0.692 8.714
H5 2.264 3.029 8.532
H6 2.553 4.066 6.301
H7 2.125 2.735 4.269
H8 1.588 -0.761 4.252
H9 0.113 2.242 3.903
H10 -2.691 1.624 -0.662
H11 -3.958 3.533 0.143
H12 -3.348 4.614 2.277
H13 -2.021 4.800 4.157
H14 -0.331 4.375 3.932
H15 -1.416 3.289 4.822
H16 3.209 -0.703 1.855
H17 4.454 -2.818 2.208
H18 3.214 -4.866 2.849
H19 0.781 -4.761 3.220
H20 -1.388 -3.505 2.582
H21 -1.348 -1.738 2.715
H22 -1.011 -2.760 4.116
O1 -5.729 -3.936 1.808
C23 -5.151 -4.252 0.761
O2 -5.179 -5.201 -0.023
C24 -4.052 -3.172 0.392
C25 -4.303 -1.819 0.591
C26 -3.307 -0.896 0.363
N4 -2.050 -1.238 0.015
C27 -1.816 -2.563 -0.149
C28 -2.781 -3.539 -0.031
C29 -0.380 -2.954 -0.364
O3 -0.036 -4.093 -0.532
O4 0.433 -1.918 -0.337
H23 -5.272 -1.506 0.955
H24 -3.509 0.151 0.507
H25 -2.526 -4.572 -0.223
N5 4.286 -0.484 -1.254
C30 3.138 -1.046 -0.876
N6 2.239 -0.093 -0.742
C31 2.909 1.052 -1.065
N7 4.164 0.848 -1.378
C32 2.199 2.314 -1.111
C33 2.815 3.487 -1.543
N8 2.151 4.619 -1.681
C34 0.855 4.581 -1.380
C35 0.240 3.431 -0.920
N9 0.894 2.273 -0.776
H26 5.174 -0.922 -1.447
H27 2.972 -2.100 -0.713
H28 3.872 3.484 -1.783
H29 0.298 5.500 -1.502
H30 -0.801 3.443 -0.630
N10 0.792 -3.156 -5.649
C36 0.327 -2.268 -5.088
C37 -0.244 -1.159 -4.386
C38 -1.117 -0.276 -5.018
C39 -1.619 0.779 -4.277
C40 -1.247 0.910 -2.954
N11 -0.420 0.057 -2.328
C41 0.076 -0.957 -3.050
H31 -1.376 -0.415 -6.058
H32 -2.299 1.496 -4.715
H33 -1.618 1.739 -2.367
H34 0.753 -1.636 -2.556

Cartesian forces, eV/Å:
-0.4 0.5 -0.3
0.0 0.1 0.0
-0.1 0.0 0.0
0.0 0.0 0.0
0.0 0.0 0.0
0.0 0.0 0.0
0.1 -0.1 0.0
-0.1 0.2 0.2
0.2 -0.2 -0.1
-0.2 0.0 0.3
-0.1 0.1 0.0
0.1 -0.2 -0.3
-0.5 0.5 0.4
0.0 -0.1 0.0
0.0 0.0 -0.1
0.0 0.0 0.0
-0.1 0.1 0.0
0.0 0.0 -0.1
0.4 0.0 0.3
0.2 -0.2 0.5
-0.1 0.1 0.0
0.0 0.0 0.0
0.0 -0.1 0.0
0.0 0.0 0.0
-0.1 0.3 0.1
0.1 -0.1 0.0
0.0 0.0 0.0
0.0 0.0 0.0
0.0 0.0 0.0
0.0 0.0 0.0
0.0 0.0 0.0
0.0 0.0 0.0
0.0 0.0 0.0
0.1 0.0 -0.1
0.0 -0.1 0.0
0.0 0.0 0.0
0.0 0.0 0.0
0.0 0.0 0.0
0.0 0.0 0.0
0.0 0.0 0.0
0.0 0.0 0.0
0.0 0.0 0.0
0.0 0.0 0.0
0.0 0.0 0.0
0.0 0.0 0.0
-0.1 0.0 0.0
-0.1 0.0 0.0
0.0 0.0 0.0
-0.2 -0.1 -0.1
0.8 0.5 -0.1
-0.2 -0.1 0.1
-0.7 -0.4 0.2
0.2 0.0 -0.1
-0.1 0.0 0.1
0.5 0.0 0.1
0.1 -0.2 0.0
0.3 0.2 -0.1
-0.9 -0.9 0.0
0.3 0.3 0.0
0.3 -0.2 -0.2
0.0 0.0 0.0
0.0 0.0 0.0
0.0 0.0 0.0
0.0 -0.1 0.1
0.1 -0.3 -0.1
-0.3 0.6 0.1
0.2 -0.6 0.0
0.0 0.3 -0.1
-0.3 0.4 -0.1
0.1 -0.2 0.1
-0.2 0.1 0.0
0.3 0.1 -0.1
-0.3 -0.2 0.3
0.6 0.2 -0.2
0.0 -0.1 0.0
0.0 0.0 0.0
0.0 0.0 0.0
-0.1 0.0 0.0
0.0 0.0 0.0
0.0 0.1 0.0
0.1 -0.2 -0.1
-0.2 0.3 0.0
0.1 -0.1 0.1
0.0 0.0 0.0
0.0 0.0 0.1
-0.1 -0.2 -0.8
0.0 0.0 -0.2
0.0 0.0 0.0
0.0 0.0 0.0
0.0 0.0 0.0
0.0 0.0 0.1

***

# 2
The following is a DFT calculation (ωB97M-V with the def2-TZVPD basis set) of C41H34N9O2STi as an isolated structure.

## Properties
⟨S²⟩ ... 2.056
Multiplicity ... 3
Total charge ... -1
E_tot ... -94529.567 eV
LUMO energy (spin up / spin down) ... 0.086 / 0.081 Ha
Orbital gap (spin up / spin down) ... 0.187 / 0.234 Eh

Geometry (Å):
Ti1 2.120 -0.069 0.565
O1 3.929 -0.237 1.072
C1 5.116 -0.554 0.628
C2 6.023 -1.222 1.468
C3 7.290 -1.528 1.023
C4 7.709 -1.187 -0.266
C5 6.824 -0.539 -1.101
C6 5.530 -0.219 -0.678
C7 4.625 0.445 -1.597
N1 3.424 0.756 -1.325
C8 2.620 1.420 -2.350
C9 1.271 1.708 -1.701
N2 0.894 0.482 -1.022
C10 0.181 -0.373 -1.791
C11 0.053 -1.760 -1.590
C12 -0.877 -2.534 -2.328
C13 -1.011 -3.890 -2.122
C14 -0.231 -4.540 -1.159
C15 0.722 -3.815 -0.447
C16 0.888 -2.457 -0.670
O2 1.878 -1.790 -0.070
H1 5.688 -1.481 2.464
H2 7.974 -2.044 1.688
H3 8.707 -1.430 -0.602
H4 7.122 -0.268 -2.109
H5 5.037 0.673 -2.589
H6 2.461 0.725 -3.182
H7 3.121 2.318 -2.725
H8 0.529 1.997 -2.453
H9 1.367 2.528 -0.992
H10 -0.363 0.059 -2.632
H11 -1.499 -2.031 -3.062
H12 -1.720 -4.454 -2.719
H13 -0.336 -5.605 -0.994
H14 1.371 -4.294 0.275
S1 1.302 -0.927 2.674
C17 0.692 0.593 3.321
N3 0.003 0.535 4.440
N4 -0.480 1.713 4.972
C18 -1.244 2.707 4.389
C19 -1.832 2.575 3.125
C20 -2.637 3.586 2.631
C21 -2.885 4.744 3.362
C22 -2.311 4.868 4.619
C23 -1.501 3.867 5.129
N5 0.998 1.762 2.731
N6 1.774 1.669 1.650
C24 2.184 2.950 1.220
C25 3.466 3.117 0.692
C26 3.868 4.349 0.200
C27 3.009 5.440 0.244
C28 1.747 5.284 0.806
C29 1.332 4.057 1.296
H15 -0.517 1.668 5.974
H16 -1.645 1.686 2.542
H17 -3.084 3.462 1.651
H18 -3.511 5.529 2.959
H19 -2.484 5.760 5.211
H20 -1.040 3.985 6.104
H21 4.144 2.274 0.688
H22 4.867 4.460 -0.204
H23 3.323 6.402 -0.140
H24 1.071 6.129 0.863
H25 0.352 3.933 1.736
N7 -4.264 -3.643 -1.510
C30 -5.199 -4.043 -2.437
C31 -5.526 -5.284 -2.972
C32 -6.549 -5.311 -3.901
C33 -7.223 -4.141 -4.283
C34 -6.888 -2.911 -3.749
C35 -5.855 -2.862 -2.815
N8 -5.311 -1.778 -2.148
C36 -4.370 -2.282 -1.395
C37 -3.472 -1.519 -0.520
C38 -3.272 -0.163 -0.744
C39 -2.342 0.499 0.040
N9 -1.639 -0.084 1.007
C40 -1.867 -1.372 1.241
C41 -2.766 -2.129 0.506
H26 -3.503 -4.188 -1.141
H27 -5.007 -6.187 -2.677
H28 -6.837 -6.255 -4.345
H29 -8.019 -4.207 -5.013
H30 -7.400 -2.004 -4.042
H31 -3.807 0.344 -1.534
H32 -2.125 1.549 -0.135
H33 -1.273 -1.817 2.032
H34 -2.884 -3.179 0.744

Cartesian forces, eV/Å:
0.2 -0.3 -0.6
0.5 -0.2 0.2
-0.1 0.1 -0.1
0.0 0.0 0.0
0.0 0.0 0.0
0.0 0.0 0.0
0.0 0.0 0.0
0.0 0.0 0.0
0.0 0.0 0.0
-0.2 0.0 0.1
0.0 0.0 0.0
0.0 0.0 0.0
-0.3 -0.2 0.4
0.1 0.0 0.0
-0.1 -0.1 0.0
0.0 0.0 0.0
0.0 0.0 0.0
0.0 0.0 0.0
-0.1 0.0 0.0
0.0 0.1 0.1
0.0 -0.1 0.1
0.0 0.0 0.0
0.0 0.0 0.0
0.0 0.0 0.0
0.0 0.0 0.0
0.0 0.0 0.0
0.0 0.0 0.0
0.0 0.0 0.0
0.0 0.0 0.0
0.0 0.0 0.0
0.0 0.0 0.0
0.0 0.0 0.0
0.0 0.0 0.0
0.0 0.0 0.0
0.0 0.0 0.0
-0.3 0.2 -0.4
-0.1 0.1 0.2
-0.1 -0.2 -0.1
0.4 0.2 0.0
-0.1 -0.1 -0.1
0.1 0.0 0.0
0.0 0.0 0.0
0.0 0.0 0.0
0.0 0.0 0.0
0.0 0.0 0.0
0.0 0.1 -0.1
-0.1 0.3 0.3
0.1 0.0 0.0
0.0 0.0 0.0
0.0 0.0 0.0
0.0 0.0 0.0
0.0 0.0 0.0
0.0 0.0 0.0
-0.1 -0.1 0.0
0.0 0.0 0.0
0.0 0.0 0.0
0.0 0.0 0.0
0.0 0.0 0.0
0.0 0.0 0.0
0.0 0.0 0.0
0.0 0.0 0.0
0.0 0.0 0.0
0.0 0.0 0.0
0.0 0.0 0.0
-0.1 0.0 0.0
0.0 0.0 0.0
0.0 0.0 0.0
0.0 0.0 0.0
0.0 0.0 0.0
0.0 0.0 0.0
0.0 0.0 0.0
0.0 0.0 0.0
0.0 0.0 0.0
0.0 0.0 0.0
0.1 0.0 0.0
0.0 0.0 0.0
-0.2 0.1 0.0
0.1 0.0 0.0
0.0 0.0 0.1
0.1 0.0 0.0
0.0 0.0 0.0
0.0 0.0 0.0
0.0 0.0 0.0
0.0 0.0 0.0
0.0 0.0 0.0
0.0 0.0 0.0
0.0 0.0 0.0
0.0 0.0 0.0

***

Q: The highest total charge belongs to which entry?
A: C41H34N11O4Zr